No. 1
# C34H60BBrN3O3P3PbTe

C34H60BBrN3O3P3PbTe as an isolated structure (ωB97M-V/def2-TZVPD, the OMol25 dataset).

LUMO energy (alpha / beta) (eV): -7.0753 / -7.3762
Kohn-Sham gap (alpha / beta) (eV): 5.6 / 5.4
Total energy (Ha): -5804.99454
Net charge: +2

CARTESIAN COORDINATES (ANGSTROEM)
Pb: -0.210 -0.770 0.372
C: 2.289 -3.142 -1.282
C: 2.835 -1.931 -2.056
C: 4.339 -2.111 -2.280
C: 2.112 -1.850 -3.403
P: 2.391 -0.453 -1.021
C: 3.588 -0.555 0.393
N: 2.974 -0.121 1.629
B: 1.630 -0.142 2.032
N: 1.472 0.401 3.316
C: 0.232 0.765 3.972
P: -0.938 1.307 2.637
C: -0.655 3.147 2.496
C: -1.184 3.601 1.128
C: 0.860 3.388 2.541
C: -1.302 3.971 3.609
C: -2.626 0.878 3.299
C: -3.694 1.539 2.423
C: -2.848 1.236 4.770
C: -2.746 -0.645 3.136
C: 2.768 0.742 3.741
C: 3.197 1.306 4.931
C: 4.554 1.557 5.074
C: 5.458 1.239 4.064
C: 5.035 0.662 2.875
C: 3.679 0.428 2.721
C: 2.716 1.187 -1.836
C: 4.111 1.314 -2.449
C: 1.648 1.441 -2.906
C: 2.534 2.237 -0.735
H: 2.570 -4.057 -1.806
H: 1.199 -3.119 -1.217
H: 2.695 -3.216 -0.271
H: 4.491 -2.980 -2.923
H: 4.876 -2.305 -1.353
H: 4.798 -1.257 -2.773
H: 2.178 -2.821 -3.896
H: 2.567 -1.116 -4.066
H: 1.053 -1.602 -3.287
H: 4.467 0.059 0.181
H: 3.929 -1.589 0.477
H: 0.410 1.570 4.688
H: -0.189 -0.078 4.524
H: -0.727 3.034 0.314
H: -0.945 4.656 0.986
H: -2.265 3.492 1.049
H: 1.415 2.748 1.856
H: 1.271 3.244 3.541
H: 1.053 4.424 2.259
H: -2.390 3.951 3.566
H: -0.992 5.012 3.497
H: -0.985 3.644 4.600
H: -3.755 2.615 2.585
H: -4.670 1.116 2.669
H: -3.507 1.366 1.360
H: -2.851 2.310 4.943
H: -2.100 0.785 5.422
H: -3.820 0.850 5.084
H: -2.713 -0.945 2.084
H: -3.705 -0.978 3.538
H: -1.967 -1.193 3.669
H: 2.505 1.533 5.730
H: 4.916 1.995 5.993
H: 6.511 1.434 4.212
H: 5.748 0.398 2.106
H: 4.233 0.668 -3.317
H: 4.907 1.095 -1.737
H: 4.253 2.342 -2.786
H: 1.780 0.813 -3.785
H: 1.722 2.481 -3.229
H: 0.641 1.282 -2.519
H: 3.246 2.132 0.085
H: 1.522 2.202 -0.324
H: 2.673 3.228 -1.171
C: -2.848 -4.514 -4.042
C: -2.399 -4.401 -2.614
C: -2.620 -5.409 -1.679
C: -2.178 -5.266 -0.374
C: -1.527 -4.088 -0.061
Br: -0.883 -3.824 1.715
N: -1.301 -3.108 -0.912
C: -1.729 -3.270 -2.167
H: -3.461 -5.399 -4.192
H: -1.992 -4.583 -4.714
H: -3.433 -3.644 -4.337
H: -3.138 -6.314 -1.971
H: -2.331 -6.035 0.368
H: -1.518 -2.453 -2.848
C: -0.979 -0.035 -5.770
C: -2.106 0.256 -4.813
O: -1.549 0.277 -3.466
P: -2.383 0.695 -2.205
O: -1.495 0.724 -0.996
Te: -3.264 2.928 -2.420
O: -3.509 -0.399 -2.169
C: -4.324 -0.717 -1.001
C: -5.634 0.027 -1.005
H: -1.364 -0.054 -6.788
H: -0.528 -1.004 -5.558
H: -0.212 0.735 -5.708
H: -2.883 -0.507 -4.841
H: -2.554 1.233 -5.006
H: -3.730 -0.514 -0.108
H: -4.475 -1.793 -1.077
H: -5.498 1.097 -0.857
H: -6.252 -0.351 -0.191
H: -6.169 -0.138 -1.938

Mulliken population analysis, charges in e, atoms 1 to 2:
1 Pb 1.784
2 C -2.024

No. 2
# C52H73BN4O7SeSiW

C52H73BN4O7SeSiW as an isolated structure at a distorted geometry (ωB97M-V/def2-TZVPD, the OMol25 dataset).

LUMO energy (alpha / beta) (eV): -0.8572 / -1.5027
Kohn-Sham gap (alpha / beta) (eV): 5.2 / 5.8
Multiplicity: 3
Total energy (Ha): -5553.87379
Energy relative to the best compared isomer or geometry (same formula, charge and spin) (kcal per mole): 75.6
⟨S²⟩: 2.024

CARTESIAN COORDINATES (ANGSTROEM)
W: 0.245 1.333 0.857
C: -5.063 -2.133 3.357
O: -4.759 -1.142 4.306
C: -3.744 -0.267 4.031
C: -3.445 0.677 5.021
C: -2.425 1.573 4.846
C: -1.622 1.585 3.674
C: -0.483 2.404 3.540
C: -0.063 3.386 4.604
O: 0.295 2.306 2.472
C: -2.016 0.680 2.626
O: -1.415 0.750 1.423
C: -3.034 -0.239 2.836
H: -5.843 -2.746 3.809
H: -4.191 -2.757 3.137
H: -5.441 -1.698 2.425
H: -4.031 0.671 5.928
H: -2.213 2.286 5.627
H: 0.285 2.865 5.498
H: -0.893 4.031 4.890
H: 0.745 4.003 4.215
H: -3.260 -0.913 2.028
N: 2.879 1.909 2.996
C: 4.094 1.888 2.203
C: 4.062 3.055 1.221
C: 2.909 2.948 0.217
O: 2.871 3.671 -0.759
O: 1.995 2.060 0.477
H: 2.854 2.740 3.579
H: 2.830 1.092 3.597
H: 4.121 0.935 1.664
H: 5.013 1.959 2.810
H: 4.999 3.147 0.670
H: 3.911 3.990 1.771
C: -0.664 3.246 0.159
Si: -1.747 3.586 -1.322
C: -3.252 2.400 -1.119
N: -2.887 0.998 -1.205
C: -2.662 0.624 -2.598
C: -3.039 -0.825 -2.879
C: -4.542 -1.031 -2.656
C: -5.026 -0.254 -1.422
C: -3.826 0.104 -0.540
C: -0.804 3.686 -2.971
C: -1.393 3.535 -4.224
C: -0.672 3.749 -5.388
C: 0.651 4.151 -5.326
C: 1.248 4.320 -4.089
C: 0.532 4.078 -2.931
C: -2.593 5.300 -1.178
C: -2.161 6.230 -0.237
C: -2.802 7.445 -0.073
C: -3.903 7.758 -0.852
C: -4.336 6.859 -1.812
C: -3.684 5.649 -1.970
H: -1.307 3.486 1.032
H: 0.154 3.985 0.176
H: -4.071 2.645 -1.816
H: -3.637 2.586 -0.112
H: -1.606 0.800 -2.823
H: -3.251 1.268 -3.274
H: -2.452 -1.473 -2.229
H: -2.785 -1.073 -3.911
H: -4.750 -2.096 -2.544
H: -5.085 -0.688 -3.539
H: -5.746 -0.842 -0.852
H: -5.526 0.669 -1.723
H: -3.285 -0.810 -0.271
H: -4.153 0.580 0.387
H: -2.432 3.248 -4.300
H: -1.145 3.616 -6.352
H: 1.212 4.333 -6.233
H: 2.278 4.640 -4.019
H: 1.034 4.180 -1.983
H: -1.305 5.996 0.379
H: -2.444 8.147 0.668
H: -4.417 8.700 -0.716
H: -5.187 7.102 -2.434
H: -4.027 4.957 -2.725
C: 2.187 -2.191 -2.828
C: 1.241 -0.991 -2.813
C: 0.349 -1.086 -4.057
O: 0.398 -1.052 -1.652
B: 0.242 0.179 -1.043
O: 1.041 1.094 -1.747
C: 1.936 0.394 -2.642
C: 3.264 0.292 -1.880
C: 2.127 1.174 -3.934
H: 1.597 -3.100 -2.928
H: 2.763 -2.260 -1.915
H: 2.861 -2.115 -3.678
H: -0.256 -1.985 -3.968
H: 0.952 -1.157 -4.958
H: -0.319 -0.234 -4.137
H: 3.087 -0.184 -0.911
H: 3.637 1.299 -1.708
H: 4.007 -0.267 -2.442
H: 1.173 1.410 -4.396
H: 2.734 0.597 -4.630
H: 2.629 2.111 -3.715
C: 0.381 -4.636 3.031
C: -1.014 -4.597 2.408
C: -1.253 -3.359 1.541
C: -0.657 -3.423 0.134
N: 0.755 -3.692 0.138
C: 1.704 -2.790 0.406
Se: 1.227 -0.579 1.978
N: 2.891 -3.419 0.406
C: 4.134 -2.795 0.778
C: 4.264 -2.714 2.300
C: 4.455 -4.070 2.977
C: 5.877 -4.607 2.850
C: 2.713 -4.753 0.111
C: 3.593 -5.816 -0.036
C: 3.051 -7.052 -0.335
C: 1.680 -7.224 -0.520
C: 0.799 -6.166 -0.404
C: 1.325 -4.927 -0.069
H: 0.383 -5.253 3.926
H: 0.704 -3.629 3.288
H: 1.111 -5.057 2.349
H: -1.753 -4.586 3.213
H: -1.188 -5.504 1.822
H: -0.834 -2.492 2.051
H: -2.327 -3.205 1.418
H: -0.807 -2.454 -0.349
H: -1.144 -4.205 -0.455
H: 4.130 -1.778 0.383
H: 4.957 -3.356 0.328
H: 3.344 -2.243 2.658
H: 5.103 -2.061 2.542
H: 3.752 -4.786 2.550
H: 4.209 -3.966 4.033
H: 6.156 -4.736 1.807
H: 5.964 -5.570 3.346
H: 6.589 -3.925 3.309
H: 4.659 -5.694 0.082
H: 3.704 -7.905 -0.435
H: 1.299 -8.204 -0.763
H: -0.258 -6.312 -0.567

Mulliken population analysis, charges in e, atoms 1 to 2:
1 W -1.474
2 C -0.385

No. 3
# H12O6

A 6-piece molecular cluster, H12O6 overall (ωB97M-V/def2-TZVPD, the OMol25 dataset).

LUMO energy (eV): -0.0929
SMILES: O.O.O.O.O.O
Kohn-Sham gap (eV): 11.2
Total energy (Ha): -458.60977
Energy relative to the best compared isomer or geometry (same formula, charge and spin) (kcal per mole): 39.3

CARTESIAN COORDINATES (ANGSTROEM)
H: -1.014 -0.536 0.155
H: -0.089 -0.175 -0.997
H: 1.714 2.705 -0.555
H: 0.477 2.233 0.192
H: -3.998 -1.059 0.364
H: -3.728 -2.089 -0.719
H: -2.579 0.414 0.276
H: -2.466 1.129 1.613
H: 2.967 0.189 0.206
H: 3.944 -0.474 -0.752
H: 2.773 -3.054 0.120
H: 1.432 -2.412 -0.193
O: -0.087 -0.554 -0.111
O: 0.842 2.998 -0.267
O: -4.048 -1.190 -0.589
O: -2.638 1.288 0.678
O: 3.864 0.265 -0.139
O: 2.137 -2.417 0.463

natural (NBO) population analysis, charges in e, atoms 1 to 2:
1 H 0.462
2 H 0.479

No. 4
# C21H43BrCl2O30P2S7

A 8-piece molecular cluster, C21H43BrCl2O30P2S7 overall at a distorted geometry (ωB97M-V/def2-TZVPD, the OMol25 dataset).

LUMO energy (eV): 0.1319
SMILES: CCOCCP([C@@H](Cl)[C@@H](C)Cl)#P(O)Br.O=S1(=O)OCCO1.O=S1(=O)OCCO1.O=S1(=O)OCCO1.O=S1(=O)OCCO1.O=S1(=O)OCCO1.O=S1(=O)OCCO1.O=S1(=O)OCCO1
Kohn-Sham gap (eV): 7.7
Total energy (Ha): -10047.41557

CARTESIAN COORDINATES (ANGSTROEM)
C: 1.538 -0.733 3.526
C: 0.711 0.222 4.399
O: 0.145 1.286 3.655
C: -0.864 0.897 2.740
C: -2.218 0.479 3.404
P: -3.143 -0.779 2.392
C: -4.966 -0.405 2.668
Cl: -5.733 0.140 1.137
C: -5.782 -1.536 3.328
C: -7.166 -0.990 3.797
Cl: -6.156 -2.805 2.096
P: -2.871 -2.837 3.093
O: -2.498 -3.622 1.697
Br: -1.039 -2.977 4.394
H: 0.857 -1.290 2.872
H: 2.120 -1.452 4.109
H: 2.184 -0.128 2.877
H: 1.410 0.674 5.118
H: -0.034 -0.299 5.016
H: -1.084 1.796 2.150
H: -0.529 0.152 2.005
H: -2.840 1.380 3.390
H: -2.117 0.226 4.461
H: -5.032 0.453 3.341
H: -5.297 -1.964 4.207
H: -7.839 -1.025 2.938
H: -7.539 -1.632 4.601
H: -7.038 0.030 4.172
H: -1.952 -3.015 1.157
C: -3.489 -6.991 4.814
C: -2.030 -7.243 5.127
O: -1.916 -6.998 6.534
S: -3.284 -7.414 7.261
O: -3.139 -8.720 7.798
O: -3.722 -6.322 8.052
O: -4.198 -7.512 5.947
H: -3.700 -5.922 4.737
H: -3.811 -7.488 3.902
H: -1.366 -6.587 4.569
H: -1.754 -8.284 4.941
C: 1.687 -0.700 -2.633
C: 1.981 0.114 -1.390
O: 0.720 0.680 -1.016
S: -0.444 -0.350 -1.422
O: -0.791 -1.088 -0.258
O: -1.413 0.344 -2.191
O: 0.410 -1.294 -2.388
H: 1.609 -0.067 -3.520
H: 2.432 -1.474 -2.806
H: 2.711 0.898 -1.566
H: 2.324 -0.525 -0.572
C: 0.500 -3.524 -7.146
C: 1.947 -3.792 -6.786
O: 2.016 -3.571 -5.374
S: 0.617 -3.973 -4.698
O: 0.727 -5.285 -4.166
O: 0.183 -2.869 -3.915
O: -0.255 -4.050 -6.043
H: 0.297 -2.460 -7.216
H: 0.208 -4.009 -8.075
H: 2.643 -3.144 -7.305
H: 2.213 -4.835 -6.978
C: 2.652 2.157 -7.378
C: 3.557 2.013 -6.177
O: 3.343 0.666 -5.724
S: 3.030 -0.272 -6.983
O: 4.221 -0.939 -7.373
O: 1.832 -0.987 -6.718
O: 2.729 0.886 -8.044
H: 1.615 2.324 -7.079
H: 2.970 2.956 -8.042
H: 3.321 2.723 -5.388
H: 4.606 2.116 -6.456
C: -5.470 4.233 5.371
C: -4.492 4.181 6.526
O: -4.653 2.868 7.075
S: -5.024 1.840 5.903
O: -3.840 1.178 5.478
O: -6.189 1.128 6.279
O: -5.408 2.926 4.786
H: -6.490 4.404 5.719
H: -5.207 4.989 4.636
H: -4.694 4.937 7.280
H: -3.460 4.281 6.179
C: 8.859 4.670 -6.681
C: 8.437 3.256 -7.020
O: 7.231 3.056 -6.271
S: 6.437 4.444 -6.152
O: 5.433 4.474 -7.158
O: 6.142 4.674 -4.786
O: 7.632 5.408 -6.605
H: 9.348 4.717 -5.706
H: 9.514 5.100 -7.434
H: 9.184 2.517 -6.745
H: 8.199 3.155 -8.081
C: 1.196 4.838 1.940
C: 2.506 5.213 1.277
O: 2.925 4.018 0.611
S: 1.631 3.199 0.117
O: 1.400 3.502 -1.250
O: 1.737 1.870 0.590
O: 0.543 3.981 0.998
H: 1.360 4.273 2.860
H: 0.576 5.706 2.153
H: 3.259 5.536 1.991
H: 2.363 5.992 0.523

Mulliken population analysis, charges in e, atoms 1 to 2:
1 C -0.939
2 C -0.129

No. 5
# C23H20BrF9N4O

A 2-piece molecular cluster, C23H20BrF9N4O overall at a distorted geometry (ωB97M-V/def2-TZVPD, the OMol25 dataset).

LUMO energy (eV): -1.4321
SMILES: C=Cc1c(N)c([C@H](F)CC)c(Br)c2nc(-c3ccccn3)cnc12.FC(F)C(F)(F)COC(F)(F)C(F)F
Kohn-Sham gap (eV): 6.6
Total energy (Ha): -4654.71214
Energy relative to the best compared isomer or geometry (same formula, charge and spin) (kcal per mole): 494.4

CARTESIAN COORDINATES (ANGSTROEM)
C: 3.774 -6.283 -0.693
C: 2.619 -5.621 -1.423
C: 1.835 -4.277 -0.811
C: 2.732 -2.943 -0.405
N: 4.233 -3.061 -0.623
C: 1.973 -1.587 0.191
C: 2.862 -0.237 0.552
F: 2.465 0.426 1.820
C: 2.893 0.793 -0.752
C: 1.527 1.688 -0.922
C: 0.313 -1.675 0.381
Br: -0.740 -0.101 1.140
C: -0.558 -3.036 -0.038
N: -2.046 -2.959 0.155
C: -2.750 -4.221 -0.250
C: -4.416 -4.221 -0.104
C: -5.234 -3.514 -1.333
C: -6.897 -3.464 -1.179
C: -7.535 -4.129 0.209
C: -6.466 -4.804 1.251
N: -4.969 -4.866 1.133
C: -1.950 -5.530 -0.792
N: -0.467 -5.665 -1.006
C: 0.176 -4.362 -0.625
H: 4.259 -5.822 0.283
H: 4.221 -7.306 -1.110
H: 2.317 -6.090 -2.479
H: 4.783 -2.512 0.074
H: 4.510 -2.862 -1.609
H: 3.996 -0.575 0.703
H: 3.089 0.232 -1.777
H: 3.791 1.547 -0.554
H: 1.797 2.616 -1.613
H: 1.051 2.028 0.119
H: 0.650 1.109 -1.487
H: -4.670 -3.073 -2.259
H: -7.538 -2.941 -2.009
H: -8.699 -4.086 0.323
H: -6.939 -5.300 2.229
H: -2.612 -6.489 -1.053
C: 1.674 5.244 1.320
C: 2.263 6.661 1.264
C: 1.552 7.685 2.139
F: 0.260 7.858 1.777
F: 2.144 8.905 2.028
F: 2.321 7.070 -0.032
F: 3.566 6.573 1.681
O: 0.789 4.891 0.253
C: -0.572 5.279 0.433
C: -1.050 6.279 -0.626
F: -0.319 7.422 -0.599
F: -2.343 6.642 -0.410
F: -0.746 5.729 1.700
F: -1.297 4.131 0.343
H: 2.518 4.551 1.209
H: 1.251 5.001 2.302
H: 1.583 7.398 3.194
H: -0.974 5.852 -1.630

natural (NBO) population analysis, charges in e, atoms 1 to 2:
1 C -0.383
2 C -0.251